## w
Molecular formula: C18H36O18
Method: DFT, ωB97M-V/def2-TZVPD

Properties
Lowest unoccupied orbital energy   0.0151 Eh
HOMO   -10.7 eV
M   540.47 Da
Kohn-Sham gap   11.15 eV
Structure (SMILES)   COC(=O)OC.COC(=O)OC.COC(=O)OC.COC(=O)OC.COC(=O)OC.COC(=O)OC

```
! wB97M-V def2-TZVPD RIJCOSX def2/J DEFGRID3
* xyz 0 1
C 4.29644 -1.81491 -1.35707
O 5.55298 -2.39936 -1.05212
C 6.21389 -1.96214 0.00093
O 5.92247 -1.04700 0.72657
O 7.31094 -2.66564 0.12498
C 8.11617 -2.57568 1.28938
H 3.75501 -1.68387 -0.41457
H 3.71998 -2.53445 -1.93339
H 4.41608 -0.85259 -1.85189
H 8.39805 -3.57594 1.60336
H 7.52688 -2.12148 2.08617
H 8.98966 -1.96037 1.09389
C 1.68379 7.69990 0.20537
O 0.89768 6.57074 -0.07592
C -0.38237 6.67187 -0.28283
O -1.01151 7.67726 -0.43291
O -0.90868 5.44025 -0.25866
C -2.31412 5.36936 -0.35639
H 2.59260 7.31986 0.66724
H 1.19305 8.40106 0.88412
H 1.96521 8.29615 -0.66589
H -2.76943 5.27822 -1.34838
H -2.76618 6.27045 0.05972
H -2.61993 4.46202 0.15833
C -2.08074 3.02233 -5.14552
O -1.47185 1.91283 -4.53097
C -1.45619 0.75798 -5.17157
O -1.74388 0.57440 -6.32570
O -0.97920 -0.17867 -4.35894
C -1.09154 -1.53069 -4.79559
H -2.18026 2.87909 -6.22665
H -1.51153 3.91384 -4.91362
H -3.13564 3.14185 -4.87915
H -2.12026 -1.86864 -4.66426
H -0.46174 -2.09763 -4.11726
H -0.79046 -1.61032 -5.83733
C 1.52669 -5.48740 0.95774
O 0.82926 -4.50723 1.70884
C 0.89912 -4.61542 3.03741
O 1.65148 -5.31863 3.65254
O 0.04435 -3.75869 3.56470
C 0.02134 -3.61416 4.97640
H 2.02859 -5.07919 0.08223
H 0.76798 -6.19265 0.60938
H 2.27312 -6.02946 1.53575
H -0.92012 -3.11449 5.19425
H 0.85444 -3.00624 5.31497
H -0.06227 -4.57848 5.47595
C 0.17465 -1.90349 -1.02918
O 0.20607 -0.79486 -0.18605
C -0.79699 0.08388 -0.18189
O -1.84348 -0.08582 -0.75155
O -0.44052 1.07854 0.62179
C -1.42853 2.08477 0.80790
H 0.79439 -1.86386 -1.93184
H -0.83094 -2.24307 -1.27497
H 0.69172 -2.72025 -0.51448
H -1.02578 3.01840 0.42135
H -1.69867 2.32861 1.84156
H -2.42606 1.86228 0.43735
C -4.41322 -0.87757 0.24749
O -4.34098 0.30158 1.05227
C -4.19082 0.24193 2.35327
O -4.00197 1.20196 3.05204
O -4.33990 -1.00812 2.82722
C -4.36355 -1.23244 4.22060
H -4.37710 -0.64578 -0.80752
H -5.35210 -1.37643 0.49748
H -3.62710 -1.58703 0.49330
H -5.07525 -2.01347 4.45389
H -4.62372 -0.32756 4.77908
H -3.33951 -1.40027 4.55726
*
```

## x
Molecular formula: C18H36O18
Method: DFT, ωB97M-V/def2-TZVPD

Properties
Lowest unoccupied orbital energy   0.0118 Eh
HOMO   -10.7 eV
M   540.47 Da
Kohn-Sham gap   10.99 eV
Structure (SMILES)   COC(=O)OC.COC(=O)OC.COC(=O)OC.COC(=O)OC.COC(=O)OC.COC(=O)OC

```
! wB97M-V def2-TZVPD RIJCOSX def2/J DEFGRID3
* xyz 0 1
C 1.14603 -8.28504 2.29008
O 0.98043 -6.90107 1.95755
C 0.83623 -6.44597 0.77045
O 0.33543 -7.06467 -0.17110
O 1.13016 -5.17289 0.88273
C 0.75211 -4.31736 -0.21097
H 1.19227 -8.38866 3.37416
H 2.08980 -8.58075 1.83189
H 0.43882 -8.99845 1.86698
H 1.48294 -3.52106 -0.35201
H -0.20118 -3.85592 0.04670
H 0.58388 -4.89289 -1.12122
C 1.18651 -0.80509 0.81451
O -0.11109 -0.32339 0.73935
C -0.68384 -0.17678 -0.47963
O -1.82177 0.25342 -0.68306
O 0.13964 -0.63001 -1.49778
C -0.31023 -0.38256 -2.88761
H 1.90783 -0.34967 0.13599
H 1.22547 -1.89368 0.77489
H 1.56907 -0.43529 1.76582
H -0.51074 -1.28457 -3.46578
H 0.45062 0.20299 -3.40370
H -1.20007 0.24684 -2.89920
C -4.03015 -0.33114 -4.34060
O -3.54850 1.07162 -4.28519
C -4.33631 1.98571 -3.66730
O -5.23595 1.83011 -2.88841
O -3.81552 3.24674 -3.94553
C -4.44455 4.41421 -3.62287
H -3.30320 -0.96281 -4.85113
H -5.06083 -0.37665 -4.69236
H -4.26722 -0.51592 -3.29287
H -3.79299 5.17148 -4.05888
H -4.53874 4.49361 -2.53986
H -5.40961 4.45754 -4.12774
C 3.75464 2.59717 0.64073
O 2.97887 2.86848 -0.50896
C 2.76361 4.09709 -0.97189
O 3.02109 5.13522 -0.42194
O 2.20613 4.04948 -2.22716
C 1.71895 2.85049 -2.81967
H 4.69493 2.07224 0.47218
H 3.07472 1.99305 1.24143
H 4.02128 3.46751 1.24031
H 0.93708 2.93526 -3.57439
H 1.39299 2.19879 -2.00903
H 2.59155 2.44163 -3.32908
C 0.06347 2.27195 2.38573
O 0.25592 3.24713 1.37569
C -0.88750 3.76258 0.84706
O -1.99472 3.74823 1.40876
O -0.63099 4.29453 -0.35001
C -1.77311 4.73158 -1.13735
H -0.21692 2.82409 3.28274
H 0.92471 1.60393 2.39588
H -0.85783 1.75496 2.11736
H -2.35586 5.41277 -0.51728
H -2.35175 3.88338 -1.50320
H -1.34723 5.29951 -1.96449
C 2.69405 -3.21691 3.35921
O 1.71645 -2.34322 3.82766
C 2.02941 -1.43414 4.80552
O 3.15321 -1.35207 5.29160
O 1.04218 -0.55984 5.10232
C -0.31617 -0.64038 4.60678
H 2.58946 -3.68229 2.37912
H 2.68706 -4.05274 4.05881
H 3.68347 -2.76351 3.41893
H -1.05967 -0.27452 5.31492
H -0.63503 -1.63979 4.31079
H -0.39307 -0.06395 3.68488
*
```

Stability, lowest: x

## w
Molecular formula: CH3O3
Method: DFT, ωB97M-V/def2-TZVPD

Properties
Lowest unoccupied orbital energy (spin up / spin down)   -0.3077 / -0.3066 Eh
HOMO (spin up / spin down)   -18.1 / -18.1 eV
M   63.03 Da
Kohn-Sham gap (spin up / spin down)   9.71 / 9.74 eV

```
! wB97M-V def2-TZVPD RIJCOSX def2/J DEFGRID3
* xyz 1 1
C 0.70175 -0.18973 -1.07281
O -1.43834 0.57516 2.35323
O -0.71937 -0.25941 0.47223
O -0.62386 0.55767 1.48408
H 0.05974 0.21259 -1.81996
H 1.26153 0.45678 -0.55810
H 0.75855 -1.35307 -0.85867
*
```

## x
Molecular formula: CH3O3
Method: DFT, ωB97M-V/def2-TZVPD

Properties
Lowest unoccupied orbital energy (spin up / spin down)   -0.3732 / -0.3694 Eh
HOMO (spin up / spin down)   -18.0 / -18.0 eV
M   63.03 Da
Kohn-Sham gap (spin up / spin down)   7.80 / 7.97 eV

```
! wB97M-V def2-TZVPD RIJCOSX def2/J DEFGRID3
* xyz 1 1
C 0.12527 -0.40165 -0.77621
O -0.48505 1.05987 2.33489
O -0.02442 -0.52785 0.62678
O -0.32479 0.94637 1.20786
H -0.37479 -1.31705 -1.38492
H 1.22649 -0.38163 -0.91952
H -0.14272 0.62194 -1.08888
*
```

Stability, lowest: w

## w
Molecular formula: C9H15NO2
Method: DFT, ωB97M-V/def2-TZVPD

Properties
Lowest unoccupied orbital energy (spin up / spin down)   0.0114 / -0.0460 Eh
HOMO (spin up / spin down)   -8.7 / -7.1 eV
M   169.22 Da
Kohn-Sham gap (spin up / spin down)   9.02 / 5.84 eV

```
! wB97M-V def2-TZVPD RIJCOSX def2/J DEFGRID3
* xyz 0 1
C -0.50597 -0.83628 -0.29349
C 0.30583 -0.26412 1.01319
C 1.15818 0.86784 1.13966
C -1.59252 -0.11393 -0.74028
C 1.30764 1.84674 -0.00939
C 1.76576 1.11593 2.45346
C -2.09406 1.08533 0.00644
C -2.12162 -0.31473 -2.14388
C 1.20746 -2.63498 -0.32764
N 0.07718 -1.91448 -0.88939
O 0.01911 -0.95364 1.99033
O -0.43147 -2.47467 -1.86214
H 0.92070 2.88260 0.20270
H 0.86962 1.67925 -0.92855
H 2.39825 2.10715 -0.20222
H 0.91132 0.92682 3.25904
H 2.06467 2.11343 2.41650
H 2.58194 0.46052 2.60372
H -1.19073 1.57926 0.62239
H -2.73430 0.69927 0.85313
H -2.65047 1.64892 -0.68613
H -1.34372 -0.62431 -2.88858
H -2.51578 0.67746 -2.47060
H -2.84855 -1.09811 -2.43952
H 1.52150 -3.21021 -1.13572
H 2.04109 -1.97022 0.09866
H 0.87895 -3.28083 0.35831
*
```

## x
Molecular formula: C9H15NO2
Method: DFT, ωB97M-V/def2-TZVPD

Properties
Lowest unoccupied orbital energy (spin up / spin down)   -0.0442 / -0.0443 Eh
HOMO (spin up / spin down)   -7.1 / -7.1 eV
M   169.22 Da
Kohn-Sham gap (spin up / spin down)   5.87 / 5.86 eV

```
! wB97M-V def2-TZVPD RIJCOSX def2/J DEFGRID3
* xyz 0 1
C -0.63677 0.30868 -1.06434
C -0.47085 0.77549 0.06593
C -0.40574 -1.30186 -0.97148
C -0.99831 0.69052 -2.45470
C -0.06632 2.54788 1.69949
C 1.35952 0.51422 1.63622
C -0.95125 0.26682 2.46757
C 0.59060 -3.11158 -2.06416
C -0.09983 1.02345 1.46272
N 0.66520 -1.71879 -1.57508
O -1.40071 -1.83378 -0.53207
O 1.61086 -0.95079 -2.11059
H -1.53284 -0.20402 -2.85914
H -0.05504 1.10575 -2.90938
H -1.55359 1.59351 -2.40048
H -0.87725 2.92526 1.04150
H -0.15004 2.74678 2.83392
H 0.88015 2.96962 1.27103
H 1.92498 0.98771 2.54467
H 2.07517 0.86819 0.74295
H 1.46675 -0.51328 1.66757
H -0.19965 0.30748 3.34720
H -1.32889 -0.61780 1.90210
H -1.82876 0.90692 2.81159
H 1.52684 -3.62862 -1.77819
H -0.22179 -3.61524 -1.62302
H 0.67755 -3.04252 -3.15184
*
```

Stability, lowest: x

## w
Molecular formula: C4H7NO2S
Method: DFT, ωB97M-V/def2-TZVPD

Properties
Lowest unoccupied orbital energy   0.0218 Eh
HOMO   -9.2 eV
M   133.17 Da
Kohn-Sham gap   9.78 eV
Structure (SMILES)   O=C1NC[C@@H](O)[C@H]1S

```
! wB97M-V def2-TZVPD RIJCOSX def2/J DEFGRID3
* xyz 0 1
O 2.71117 0.53576 -0.32824
C 1.57275 0.07866 -0.33426
N 1.01455 -1.19879 0.07665
C -0.39611 -0.98227 0.59593
C -0.84409 -0.25552 -0.54952
O -2.19176 0.22175 -0.44753
C 0.19440 0.85995 -0.67498
S 0.02631 2.06140 0.24357
H 1.45600 -1.89412 0.68398
H -0.31565 -0.45073 1.60551
H -1.00063 -1.88173 0.59343
H -0.80804 -1.00857 -1.42094
H -2.34977 0.82473 0.26698
H 0.52616 1.32832 -1.70602
H 0.40472 1.76114 1.39546
*
```

## x
Molecular formula: C4H7NO2S
Method: DFT, ωB97M-V/def2-TZVPD

Properties
Lowest unoccupied orbital energy   0.0337 Eh
HOMO   -8.4 eV
M   133.17 Da
Kohn-Sham gap   9.29 eV
Structure (SMILES)   CO/C=C/O/C=N/S

```
! wB97M-V def2-TZVPD RIJCOSX def2/J DEFGRID3
* xyz 0 1
C -2.40410 1.19354 0.10828
O -2.55871 -0.09377 -0.41715
C -1.45224 -0.87408 -0.32559
C -0.29049 -0.58867 0.20530
O 0.70365 -1.51921 0.11904
C 1.98497 -1.18411 0.03950
N 2.28609 0.04396 -0.04347
S 3.97740 0.42048 -0.19027
H -1.52446 1.71027 -0.41918
H -2.18233 1.09198 1.14644
H -3.38958 1.67021 -0.04286
H -1.60186 -1.81695 -0.81937
H -0.05711 0.25883 0.88620
H 2.68927 -2.04012 -0.01654
H 3.81951 1.72764 -0.23033
*
```

## y
Molecular formula: C4H7NO2S
Method: DFT, ωB97M-V/def2-TZVPD

Properties
Lowest unoccupied orbital energy   0.0119 Eh
HOMO   -9.1 eV
M   133.17 Da
Kohn-Sham gap   9.42 eV
Structure (SMILES)   C1=N\OCCOCS/1

```
! wB97M-V def2-TZVPD RIJCOSX def2/J DEFGRID3
* xyz 0 1
C 0.85205 -1.89221 0.22349
N -0.38104 -1.97795 0.24916
O -0.78679 -1.30352 -0.90152
C -1.52803 -0.12136 -0.59623
C -0.75215 0.87014 0.10276
O 0.36311 1.55345 -0.47115
C 1.60541 0.95549 0.01844
S 1.77927 -0.72362 -0.74984
H 1.30082 -2.36107 1.21562
H -1.50230 0.27485 -1.71697
H -2.60536 -0.12642 -0.14444
H -0.38501 0.71070 1.16200
H -1.65370 1.65785 0.43571
H 1.27610 0.81600 1.22453
H 2.41762 1.66766 -0.05157
*
```

Stability, lowest: y

## w
Molecular formula: C5H5FS
Method: DFT, ωB97M-V/def2-TZVPD

Properties
Lowest unoccupied orbital energy   -0.0336 Eh
HOMO   -8.6 eV
M   116.16 Da
Kohn-Sham gap   7.68 eV
Structure (SMILES)   F/C=C/C=C\C=S

```
! wB97M-V def2-TZVPD RIJCOSX def2/J DEFGRID3
* xyz 0 1
F -2.98068 -1.13914 -0.07577
C -1.87947 -0.48361 0.33679
C -1.72336 0.69455 -0.23015
C -0.50621 1.57361 -0.01500
C 0.78683 1.24616 0.20044
C 1.09242 -0.13241 -0.07669
S 2.67900 -0.67525 -0.06231
H -1.31505 -1.15183 1.12860
H -2.46840 1.07136 -0.94613
H -0.74701 2.70096 0.04537
H 1.65884 1.93782 0.49513
H 0.21250 -0.89170 -0.33638
*
```

## x
Molecular formula: C5H5FS
Method: DFT, ωB97M-V/def2-TZVPD

Properties
Lowest unoccupied orbital energy   0.0291 Eh
HOMO   -9.2 eV
M   116.16 Da
Kohn-Sham gap   10.00 eV
Structure (SMILES)   C#C/C=C(\F)CS

```
! wB97M-V def2-TZVPD RIJCOSX def2/J DEFGRID3
* xyz 0 1
C -3.47945 0.98506 -0.01354
C -2.30739 0.99841 -0.30533
C -0.86309 1.00012 -0.45925
C 0.01951 0.32969 0.22453
F -0.32351 -0.62503 1.13851
C 1.48898 0.40266 0.11046
S 2.09081 -1.22197 -0.47019
H -4.56035 0.97516 0.06609
H -0.56029 1.81392 -1.12823
H 1.79819 1.19589 -0.61241
H 1.97509 0.75728 1.02644
H 1.65463 -1.86113 0.58334
*
```

Stability, lowest: w

## w
Molecular formula: C22H29NO4
Method: DFT, ωB97M-V/def2-TZVPD

Properties
Lowest unoccupied orbital energy   0.0238 Eh
HOMO   -8.6 eV
M   371.48 Da
Kohn-Sham gap   9.24 eV
Structure (SMILES)   CC1(C)CC(=O)C(=C(\O)Cc2ccccc2)/C(=N/CCCCCC(=O)O)C1

```
! wB97M-V def2-TZVPD RIJCOSX def2/J DEFGRID3
* xyz 0 1
C -0.35968 4.42167 -2.13475
C 0.48980 3.28905 -1.55247
C 1.35900 3.84645 -0.42329
C 1.37013 2.69148 -2.65433
C 2.25487 1.60050 -2.11494
O 3.42773 1.50669 -2.49631
C 1.66834 0.70302 -1.14508
C 2.47832 -0.24347 -0.54613
O 3.74158 -0.38752 -0.88241
C 2.04683 -1.14836 0.56555
C 1.47080 -0.41190 1.74762
C 0.50870 -1.02172 2.54177
C -0.03211 -0.35382 3.62573
C 0.38487 0.93018 3.93403
C 1.36759 1.53139 3.16730
C 1.91206 0.86003 2.08671
C 0.24468 0.83485 -0.82952
N -0.38016 -0.19456 -0.43168
C -1.77462 -0.16892 -0.10631
C -2.26067 -1.60574 0.08177
C -2.16832 -2.38421 -1.22695
C -2.52029 -3.86412 -1.09028
C -1.46502 -4.66722 -0.32133
C -1.50392 -4.45700 1.16820
O -0.55385 -4.19869 1.86106
O -2.72820 -4.63710 1.68074
C -0.42051 2.17638 -1.03106
H -1.03702 4.81413 -1.37917
H 0.27543 5.23450 -2.47960
H -0.95200 4.07028 -2.97737
H 2.06984 4.57206 -0.81299
H 0.73829 4.33966 0.32202
H 1.91287 3.05205 0.06954
H 0.73570 2.25768 -3.43333
H 2.00094 3.45158 -3.11908
H 3.95062 0.28264 -1.60793
H 1.29370 -1.84097 0.18931
H 2.92574 -1.71948 0.87965
H 0.19504 -2.02925 2.31544
H -0.78445 -0.83616 4.23321
H -0.04522 1.45563 4.77438
H 1.71424 2.52519 3.41229
H 2.69360 1.32949 1.50582
H -1.92388 0.39719 0.82317
H -2.37383 0.32150 -0.88874
H -3.29066 -1.60064 0.44482
H -1.62883 -2.07105 0.83495
H -2.84743 -1.93129 -1.95414
H -1.15247 -2.28171 -1.61383
H -3.48565 -3.97306 -0.59359
H -2.60639 -4.29396 -2.09036
H -0.46276 -4.42527 -0.67644
H -1.64444 -5.73313 -0.48392
H -2.71151 -4.51301 2.64237
H -1.24885 2.02828 -1.73413
H -0.86856 2.46978 -0.07597
*
```

## x
Molecular formula: C22H29NO4
Method: DFT, ωB97M-V/def2-TZVPD

Properties
Lowest unoccupied orbital energy   0.0286 Eh
HOMO   -8.3 eV
M   371.48 Da
Kohn-Sham gap   9.12 eV
Structure (SMILES)   CCOC(=O)C1(Cc2ccccc2)CCN(Cc2ccc(COC)o2)CC1

```
! wB97M-V def2-TZVPD RIJCOSX def2/J DEFGRID3
* xyz 0 1
C 3.26763 -1.71953 1.38729
C 1.90770 -2.21138 0.91510
O 1.54440 -1.67804 -0.35910
C 0.98345 -0.46292 -0.36859
O 0.84190 0.20284 0.62415
C 0.54471 -0.05425 -1.77137
C 1.81217 0.27988 -2.59487
C 2.69116 1.29378 -1.91974
C 3.73837 0.87900 -1.10740
C 4.53034 1.79939 -0.44528
C 4.28992 3.15424 -0.59434
C 3.26358 3.57995 -1.41954
C 2.47194 2.65645 -2.07892
C -0.40208 1.14595 -1.68674
C -1.71266 0.77188 -1.00170
N -2.35778 -0.33937 -1.68415
C -3.68603 -0.61455 -1.14936
C -3.67330 -0.98598 0.30098
C -3.43805 -2.17466 0.93141
C -3.37058 -1.88389 2.31543
C -3.57038 -0.53911 2.43335
C -3.57636 0.35785 3.63125
O -2.56375 1.33893 3.61484
C -1.25650 0.81795 3.58514
O -3.75568 0.00566 1.21325
C -1.50245 -1.50981 -1.69098
C -0.21185 -1.20597 -2.44434
H 3.25267 -0.63782 1.49564
H 4.04146 -1.99856 0.67608
H 3.49743 -2.16773 2.34998
H 1.90825 -3.29501 0.77561
H 1.13891 -1.93032 1.64329
H 1.49163 0.65258 -3.57018
H 2.37191 -0.64568 -2.74591
H 3.93819 -0.17712 -1.00159
H 5.33815 1.45875 0.18652
H 4.90468 3.87505 -0.07579
H 3.07857 4.63617 -1.55081
H 1.68055 2.99843 -2.72997
H 0.06792 1.94946 -1.11938
H -0.61445 1.49577 -2.69815
H -2.39341 1.62614 -1.03123
H -1.50501 0.54329 0.05391
H -4.28917 0.28704 -1.28282
H -4.12243 -1.42703 -1.73554
H -3.33507 -3.13638 0.47095
H -3.19854 -2.57937 3.11179
H -4.51154 0.92420 3.67531
H -3.48914 -0.27263 4.53029
H -1.03755 0.30721 2.64166
H -0.58678 1.66900 3.68538
H -1.09146 0.11947 4.41525
H -2.03870 -2.31933 -2.19425
H -1.25682 -1.84827 -0.66806
H -0.46089 -0.91118 -3.46511
H 0.41081 -2.10042 -2.47865
*
```

Stability, lowest: x